w) ORCA calculation (ωB97M-V/def2-TZVPD) on a molecular structure, C24H47ClN6O7Sm.

Structure (ORCA input):
```
! wB97M-V def2-TZVPD RIJCOSX def2/J DEFGRID3
* xyz 1 6
Sm 0.69 -0.28 -2.00
C -2.50 3.92 0.06
C -1.36 3.47 1.00
C -1.96 2.86 2.24
C -2.78 1.58 2.16
C -4.20 1.76 1.63
C -2.84 1.09 3.59
N -2.12 0.55 1.21
C -2.32 -0.91 1.55
C -2.09 -1.91 0.41
N -0.73 -2.24 -0.09
C -1.02 -3.07 -1.28
C 0.25 -3.51 -2.03
O 0.65 -4.64 -2.00
O 0.82 -2.49 -2.64
C 0.14 -3.02 0.87
C -0.66 -3.94 1.82
C 0.96 -2.08 1.76
C 2.10 -1.22 1.20
C 2.90 -1.87 0.14
C 3.17 -0.97 2.34
N 1.59 0.09 0.65
C 1.18 1.04 1.72
C 0.87 2.47 1.21
N -0.32 2.68 0.34
C 0.07 3.42 -0.90
C 0.75 2.42 -1.82
O 1.82 1.82 -1.46
O 0.13 2.07 -2.86
H -3.40 4.16 0.64
H -2.73 3.19 -0.72
H -2.22 4.78 -0.48
H -0.92 4.41 1.36
H -2.64 3.60 2.73
H -1.16 2.74 2.97
H -4.78 2.46 2.21
H -4.67 0.76 1.54
H -4.18 2.17 0.61
H -3.16 1.96 4.17
H -1.85 0.82 3.99
H -3.49 0.24 3.76
H -2.51 0.79 0.28
H -1.16 0.78 1.06
H -3.37 -1.01 1.84
H -1.70 -1.12 2.40
H -2.67 -1.58 -0.44
H -2.61 -2.83 0.69
H -1.58 -2.39 -1.94
H -1.67 -3.94 -1.06
H 0.78 -3.66 0.24
H -1.17 -3.39 2.63
H -0.07 -4.76 2.28
H -1.48 -4.41 1.29
H 1.42 -2.70 2.54
H 0.29 -1.40 2.33
H 3.25 -2.86 0.50
H 3.78 -1.28 -0.09
H 2.40 -2.10 -0.76
H 3.65 -1.91 2.60
H 2.77 -0.65 3.29
H 3.86 -0.25 2.01
H 2.34 0.53 0.15
H 1.96 1.20 2.47
H 0.34 0.65 2.33
H 1.76 2.89 0.71
H 0.79 3.06 2.15
H 0.68 4.27 -0.63
H -0.85 3.75 -1.40
Cl -3.74 2.27 -3.00
C -2.98 0.82 -3.70
C -1.86 0.27 -2.85
O -1.06 -0.46 -3.51
O -1.75 0.36 -1.59
H -2.63 1.05 -4.70
H -3.68 -0.06 -3.75
C 5.51 0.51 -3.33
N 5.12 -0.90 -3.30
C 3.82 -1.35 -3.19
N 3.60 -2.70 -3.27
O 2.87 -0.52 -3.03
H 6.55 0.57 -3.06
H 4.93 1.06 -2.62
H 5.33 0.99 -4.27
H 5.79 -1.64 -3.60
H 4.35 -3.33 -3.17
H 2.63 -3.01 -3.12
*
```

Properties
- molar mass (g/mol) = 717.5
- lowest unoccupied orbital energy (alpha / beta) (eV) = -2.58 / -2.00
- frontier orbital gap (alpha / beta) (Ha) = 0.3438 / 0.3653

x) ORCA calculation (ωB97M-V/def2-TZVPD) on a molecular structure, C24H47ClN6O7Sm.

Structure (ORCA input):
```
! wB97M-V def2-TZVPD RIJCOSX def2/J DEFGRID3
* xyz 1 6
Sm 0.03 -1.59 -1.06
C -3.15 2.23 -0.98
C -2.41 1.01 -0.45
C -3.28 0.31 0.64
C -2.78 0.63 2.08
C -2.72 2.07 2.48
C -3.68 -0.05 3.03
N -1.43 0.01 2.18
C -0.80 -0.01 3.51
C 0.67 0.55 3.44
N 1.42 0.08 2.22
C 1.75 -1.29 2.39
C 2.53 -1.90 1.23
O 3.50 -2.57 1.55
O 2.06 -1.70 0.05
C 2.60 0.88 1.87
C 2.85 2.19 2.57
C 2.76 1.23 0.30
C 1.80 2.13 -0.50
C 2.50 3.12 -1.45
C 0.76 2.96 0.34
N 1.01 1.14 -1.37
C -0.09 1.69 -2.22
C -1.13 0.68 -2.61
N -1.94 0.05 -1.54
C -3.07 -0.69 -2.16
C -2.48 -1.81 -3.04
O -2.91 -2.01 -4.15
O -1.47 -2.46 -2.42
H -3.00 3.07 -0.29
H -4.22 2.01 -0.93
H -2.88 2.46 -2.00
H -1.51 1.25 0.14
H -3.36 -0.76 0.55
H -4.31 0.67 0.55
H -3.55 2.51 1.99
H -1.80 2.49 2.08
H -2.81 2.28 3.56
H -4.70 0.44 2.87
H -3.52 0.07 4.11
H -3.78 -1.08 2.82
H -1.49 -0.91 1.78
H -0.68 0.45 1.60
H -0.81 -1.07 3.86
H -1.31 0.67 4.16
H 1.17 0.30 4.43
H 0.49 1.62 3.38
H 0.86 -1.90 2.57
H 2.42 -1.43 3.25
H 3.46 0.22 2.10
H 2.08 3.04 2.44
H 3.72 2.56 2.10
H 3.09 2.04 3.64
H 2.89 0.28 -0.20
H 3.75 1.63 0.34
H 3.15 3.82 -0.88
H 1.76 3.70 -1.95
H 3.19 2.60 -2.11
H 1.30 3.74 0.86
H 0.22 2.46 1.17
H -0.01 3.47 -0.26
H 1.73 0.78 -2.07
H 0.26 2.12 -3.14
H -0.55 2.55 -1.71
H -0.58 -0.06 -3.21
H -1.80 1.12 -3.39
H -3.71 0.00 -2.72
H -3.63 -1.15 -1.39
Cl 0.27 -4.67 -0.40
C -0.04 -4.46 1.29
C -0.90 -3.26 1.69
O -1.37 -3.23 2.85
O -1.04 -2.29 0.87
H 0.91 -4.27 1.80
H -0.46 -5.37 1.67
C 2.02 -2.40 -5.81
N 2.75 -2.64 -4.59
C 2.38 -2.33 -3.33
N 3.27 -2.66 -2.32
O 1.31 -1.70 -3.05
H 1.41 -1.48 -5.61
H 1.39 -3.25 -5.97
H 2.73 -2.34 -6.62
H 3.60 -3.18 -4.60
H 4.23 -3.00 -2.57
H 3.04 -2.42 -1.38
*
```

Properties
- molar mass (g/mol) = 717.5
- lowest unoccupied orbital energy (alpha / beta) (eV) = -2.57 / -1.98
- frontier orbital gap (alpha / beta) (Ha) = 0.3420 / 0.3641

Which one sits at the top of the stability order? w) does.